Entry 1:
Density functional theory data (the ωB97M-V functional and the def2-TZVPD basis) for an isolated molecule of C3H7NOS.

Properties
SMILES string: CNCC(O)=S
E_HOMO: -8.89 eV
energy above the lowest of the compared OMol25 structures with the same formula, charge and spin: 147.84 kJ/mol
frontier orbital gap: 9.40 eV

XYZ file:
```
13
C3H7NOS the ωB97M-V functional and the def2-TZVPD basis
C -1.798 0.308 0.914
N -0.588 -0.390 0.473
C 0.318 0.488 -0.226
C 1.449 -0.270 -1.002
O 1.915 -1.355 -0.313
S 1.914 0.146 -2.463
H -2.394 0.636 0.067
H -2.399 -0.373 1.572
H -1.548 1.132 1.603
H -0.151 -0.915 1.216
H 0.864 1.263 0.327
H -0.098 0.990 -1.132
H 2.517 -1.660 -1.036
```

Results of the Löwdin charge analysis, in e, for atoms 1 through 2: -0.132, -0.124

Entry 2:
Density functional theory data (the ωB97M-V functional and the def2-TZVPD basis) for a cluster of 2 separate species, C3H7NOS in total.

Properties
E_HOMO: -8.92 eV
energy above the lowest of the compared OMol25 structures with the same formula, charge and spin: 434.90 kJ/mol
frontier orbital gap: 9.69 eV

XYZ file:
```
13
C3H7NOS the ωB97M-V functional and the def2-TZVPD basis
C -1.044 -1.674 3.837
C 0.978 -0.704 0.684
C -1.615 -0.837 3.203
N 1.013 -1.031 -1.984
O 0.119 1.053 -1.067
S -0.084 -0.337 -0.805
H -0.499 -2.268 4.593
H 1.430 0.231 1.016
H 1.597 -1.509 0.608
H 0.225 -1.093 1.413
H -2.095 -0.180 2.652
H 1.060 -0.473 -2.839
H 0.855 -1.998 -2.253
```

Results of the Löwdin charge analysis, in e, for atoms 1 through 2: 0.003, -0.219

Entry 3:
Density functional theory data (the ωB97M-V functional and the def2-TZVPD basis) for an isolated molecule of C3H7NOS.

Properties
SMILES string: C=NSCOC
E_HOMO: -8.74 eV
energy above the lowest of the compared OMol25 structures with the same formula, charge and spin: 252.69 kJ/mol
frontier orbital gap: 9.73 eV

XYZ file:
```
13
C3H7NOS the ωB97M-V functional and the def2-TZVPD basis
C -0.759 2.773 0.347
N -0.165 1.654 0.289
S 0.619 1.292 -1.150
C 0.946 -0.444 -0.701
O -0.259 -1.115 -0.595
C -0.370 -2.150 0.363
H -1.364 3.002 1.264
H -0.772 3.574 -0.398
H 1.643 -0.876 -1.490
H 1.545 -0.465 0.200
H -0.306 -1.656 1.362
H -1.272 -2.786 0.280
H 0.514 -2.802 0.229
```

Results of the Löwdin charge analysis, in e, for atoms 1 through 2: -0.183, -0.373

Entry 4:
Density functional theory data (the ωB97M-V functional and the def2-TZVPD basis) for a cluster of 2 separate species, C3H7NOS in total.

Properties
E_HOMO (spin up / spin down): -8.32 / -8.32 eV
energy above the lowest of the compared OMol25 structures with the same formula, charge and spin: 627.78 kJ/mol
frontier orbital gap (spin up / spin down): 7.14 / 7.14 eV

XYZ file:
```
13
C3H7NOS the ωB97M-V functional and the def2-TZVPD basis
C 0.419 -0.941 0.050
C -1.002 -1.402 0.368
C -0.145 0.367 -0.372
N 1.612 2.053 0.282
O -2.783 0.523 -0.185
S -1.621 0.294 0.665
H 1.120 -0.798 0.810
H 0.918 -1.610 -0.790
H -1.513 -1.749 -0.537
H -1.103 -2.185 1.141
H -0.130 0.898 -1.284
H 2.583 1.703 0.234
H 1.643 2.849 -0.382
```

Results of the Löwdin charge analysis, in e, for atoms 1 through 2: -0.265, -0.321

Entry 5:
Density functional theory data (the ωB97M-V functional and the def2-TZVPD basis) for an isolated molecule of C3H7NOS.

Properties
SMILES string: O=CNCCS
E_HOMO: -9.48 eV
energy above the lowest of the compared OMol25 structures with the same formula, charge and spin: 93.10 kJ/mol
frontier orbital gap: 10.28 eV

XYZ file:
```
13
C3H7NOS the ωB97M-V functional and the def2-TZVPD basis
O -2.117 0.653 2.483
C -1.352 0.109 1.716
N -1.535 0.270 0.343
C -0.646 -0.120 -0.725
C 0.831 0.120 -0.391
S 2.183 -0.441 -1.472
H -0.633 -0.640 2.088
H -2.084 1.110 0.228
H -0.883 0.387 -1.655
H -0.756 -1.210 -0.873
H 0.984 -0.210 0.636
H 0.952 1.208 -0.469
H 1.638 -1.543 -2.027
```

Results of the Löwdin charge analysis, in e, for atoms 1 through 2: 0.019, -0.342

Entry 6:
Density functional theory data (the ωB97M-V functional and the def2-TZVPD basis) for a cluster of 2 separate species, C3H7NOS in total.

Properties
SMILES string: C/C=N/C.O=S
E_HOMO (spin up / spin down): -9.03 / -8.93 eV
energy above the lowest of the compared OMol25 structures with the same formula, charge and spin: 378.54 kJ/mol
frontier orbital gap (spin up / spin down): 7.83 / 7.66 eV

XYZ file:
```
13
C3H7NOS the ωB97M-V functional and the def2-TZVPD basis
C -0.191 1.824 -1.301
C 0.420 0.714 -0.422
N -0.356 -0.275 -0.211
C -0.118 -1.233 0.790
H 0.379 2.488 -1.912
H -0.605 2.498 -0.604
H -1.024 1.371 -1.882
H 1.286 0.787 0.190
H 0.882 -0.954 1.107
H -0.920 -1.336 1.524
H -0.221 -2.184 0.281
O -3.994 0.277 0.879
S -4.192 -0.691 -0.187
```

Results of the Löwdin charge analysis, in e, for atoms 1 through 2: -0.065, -0.188

Entry 7:
Density functional theory data (the ωB97M-V functional and the def2-TZVPD basis) for a structure of composition C3H7NOS2.

Properties
E_HOMO: -8.34 eV
energy above the lowest of the compared OMol25 structures with the same formula, charge and spin: 433.89 kJ/mol
frontier orbital gap: 8.71 eV

XYZ file:
```
14
C3H7NOS2 the ωB97M-V functional and the def2-TZVPD basis
C 1.358 1.899 1.670
C 0.330 0.206 0.487
C -0.934 -1.326 -1.382
H 0.958 3.222 1.965
H 1.672 1.206 2.661
H 1.949 2.031 0.621
H 0.938 0.631 -0.370
H 0.789 -0.572 0.988
H -2.800 -2.143 -1.297
H -1.829 -2.373 -2.959
N -1.938 -1.896 -1.960
O 0.127 1.169 1.496
S -1.294 -0.324 0.077
S 0.673 -1.732 -1.997
```

Results of the Löwdin charge analysis, in e, for atoms 1 through 2: -0.127, -0.621

Entry 8:
Density functional theory data (the ωB97M-V functional and the def2-TZVPD basis) for a cluster of 2 separate species, C3H7NOS2 in total.

Properties
E_HOMO (spin up / spin down): -8.62 / -8.31 eV
energy above the lowest of the compared OMol25 structures with the same formula, charge and spin: 464.63 kJ/mol
frontier orbital gap (spin up / spin down): 7.30 / 6.98 eV

XYZ file:
```
14
C3H7NOS2 the ωB97M-V functional and the def2-TZVPD basis
C -3.023 -0.688 -0.174
C 2.049 0.760 -0.417
C 0.598 0.791 0.037
N -3.527 -1.882 0.011
O -2.668 1.854 -0.064
S -3.690 0.807 -0.146
S -0.073 -0.882 0.088
H 2.444 1.775 -0.470
H 2.657 0.183 0.280
H 2.124 0.303 -1.403
H -0.023 1.361 -0.653
H 0.500 1.217 1.037
H -4.264 -2.080 0.677
H -3.061 -2.673 -0.408
```

Results of the Löwdin charge analysis, in e, for atoms 1 through 2: -0.518, -0.197

Entry 9:
Density functional theory data (the ωB97M-V functional and the def2-TZVPD basis) for a structure of composition C3H7NOS2.

Properties
E_HOMO: -8.57 eV
energy above the lowest of the compared OMol25 structures with the same formula, charge and spin: 1011.05 kJ/mol
frontier orbital gap: 7.86 eV

XYZ file:
```
14
C3H7NOS2 the ωB97M-V functional and the def2-TZVPD basis
C 3.177 0.418 0.031
C 0.553 0.204 0.288
C -2.299 -0.285 0.068
H 3.872 -0.295 -1.208
H 2.817 1.658 -0.358
H 3.569 0.131 1.482
H 0.603 0.498 1.439
H -0.063 1.245 -0.275
H -3.321 -2.055 -0.147
H -4.220 -0.306 -1.024
N -3.353 -1.094 -0.063
O 1.812 -0.390 -0.419
S -0.693 -1.132 0.180
S -2.454 1.404 0.006
```

Results of the Löwdin charge analysis, in e, for atoms 1 through 2: -0.120, -0.549

Entry 10:
Density functional theory data (the ωB97M-V functional and the def2-TZVPD basis) for an isolated molecule of C3H7NOSi.

Properties
spin multiplicity: 3
E_HOMO (spin up / spin down): -8.05 / -9.86 eV
⟨S²⟩: 2.0183
energy above the lowest of the compared OMol25 structures with the same formula, charge and spin: 0.00 kJ/mol
frontier orbital gap (spin up / spin down): 8.99 / 8.77 eV

XYZ file:
```
13
C3H7NOSi the ωB97M-V functional and the def2-TZVPD basis
C -0.540 0.928 0.040
C 0.243 0.146 0.786
C -1.133 0.598 -1.254
N 0.771 0.426 2.091
O 1.021 1.588 2.343
Si 0.892 -1.589 0.260
H -0.726 1.933 0.373
H -1.188 -0.423 -1.699
H -2.134 1.124 -1.283
H -0.579 1.026 -2.009
H 0.207 -1.690 -1.196
H 0.676 -2.483 1.335
H 2.489 -1.584 0.214
```

Results of the Löwdin charge analysis, in e, for atoms 1 through 2: -0.182, -0.439

Entry 11:
Density functional theory data (the ωB97M-V functional and the def2-TZVPD basis) for an isolated molecule of C3H7NS.

Properties
SMILES string: NC[C@H]1CS1
E_HOMO: -8.76 eV
energy above the lowest of the compared OMol25 structures with the same formula, charge and spin: 126.89 kJ/mol
frontier orbital gap: 9.69 eV

XYZ file:
```
12
C3H7NS the ωB97M-V functional and the def2-TZVPD basis
N 0.056 0.813 1.782
C -0.364 -0.148 0.778
C 0.434 -0.281 -0.430
C -0.246 -0.396 -1.724
S 0.652 1.093 -1.433
H 0.533 1.622 1.383
H 0.785 0.453 2.437
H -0.421 -1.168 1.094
H -1.298 0.151 0.384
H 1.270 -0.935 -0.081
H -0.146 -1.108 -2.510
H -1.254 -0.096 -1.678
```

Results of the Löwdin charge analysis, in e, for atoms 1 through 2: 0.006, -0.351

Entry 12:
Density functional theory data (the ωB97M-V functional and the def2-TZVPD basis) for an isolated molecule of C3H7NS.

Properties
SMILES string: CC(C)=NS
E_HOMO: -8.77 eV
energy above the lowest of the compared OMol25 structures with the same formula, charge and spin: 154.50 kJ/mol
frontier orbital gap: 9.67 eV

XYZ file:
```
12
C3H7NS the ωB97M-V functional and the def2-TZVPD basis
C 0.656 1.013 1.245
C 0.072 0.227 0.113
C 0.409 -1.157 -0.270
N -0.677 0.925 -0.725
S -1.541 -0.203 -1.900
H 0.404 2.029 1.161
H -0.044 0.417 2.076
H 1.752 0.814 1.383
H -0.402 -1.976 -0.257
H 0.784 -1.129 -1.303
H 1.169 -1.606 0.473
H -2.584 0.647 -1.995
```

Results of the Löwdin charge analysis, in e, for atoms 1 through 2: -0.049, -0.571

Entry 13:
Density functional theory data (the ωB97M-V functional and the def2-TZVPD basis) for a cluster of 2 separate species, C3H7NS in total.

Properties
SMILES string: CC1=NS1.C
E_HOMO: -8.41 eV
energy above the lowest of the compared OMol25 structures with the same formula, charge and spin: 263.92 kJ/mol
frontier orbital gap: 9.16 eV

XYZ file:
```
12
C3H7NS the ωB97M-V functional and the def2-TZVPD basis
C -0.896 1.746 0.766
C -1.455 0.577 0.221
N -1.600 -0.201 -0.730
S -2.375 -0.896 0.792
H -1.442 1.909 1.770
H -0.849 2.749 0.333
H 0.013 1.356 1.195
C 1.732 -1.359 -0.841
H 2.638 -0.942 -1.239
H 2.110 -2.433 -0.745
H 1.212 -0.970 0.097
H 0.912 -1.536 -1.617
```

Results of the Löwdin charge analysis, in e, for atoms 1 through 2: -0.068, -0.750

Entry 14:
Density functional theory data (the ωB97M-V functional and the def2-TZVPD basis) for an isolated molecule of C3H7NS.

Properties
SMILES string: CNC(C)=S
E_HOMO: -8.22 eV
energy above the lowest of the compared OMol25 structures with the same formula, charge and spin: 271.54 kJ/mol
frontier orbital gap: 8.60 eV

XYZ file:
```
12
C3H7NS the ωB97M-V functional and the def2-TZVPD basis
C 2.327 -0.365 -0.040
N 0.892 -0.629 0.048
C -0.219 0.110 -0.111
C 0.127 1.570 0.066
S -1.846 -0.398 0.001
H 2.654 -1.406 -0.713
H 2.986 -0.433 1.057
H 2.585 0.704 -0.705
H 0.971 -1.665 0.395
H 0.433 1.871 -0.849
H -0.866 2.025 0.219
H 1.116 1.781 0.749
```

Results of the Löwdin charge analysis, in e, for atoms 1 through 2: -0.165, -0.160

Entry 15:
Density functional theory data (the ωB97M-V functional and the def2-TZVPD basis) for a cluster of 2 separate species, C3H7NSi in total.

Properties
E_HOMO (spin up / spin down): -8.09 / -7.95 eV
energy above the lowest of the compared OMol25 structures with the same formula, charge and spin: 419.87 kJ/mol
frontier orbital gap (spin up / spin down): 7.32 / 7.54 eV

XYZ file:
```
12
C3H7NSi the ωB97M-V functional and the def2-TZVPD basis
C -1.986 0.537 -0.342
C 1.654 1.585 -1.048
C -0.146 -1.860 0.971
N -1.866 0.689 0.928
Si -0.367 -0.088 0.307
H -2.780 0.788 -0.982
H 2.229 0.738 -1.466
H 1.475 2.348 -1.748
H 1.939 1.990 -0.099
H 0.982 -2.189 1.089
H -0.541 -1.916 2.032
H -0.594 -2.622 0.359
```

Results of the Löwdin charge analysis, in e, for atoms 1 through 2: -0.304, -0.006

Entry 16:
Density functional theory data (the ωB97M-V functional and the def2-TZVPD basis) for an isolated molecule of C3H7NSi.

Properties
SMILES string: C[C@H]([SiH3])C#N
E_HOMO: -11.21 eV
energy above the lowest of the compared OMol25 structures with the same formula, charge and spin: 139.37 kJ/mol
frontier orbital gap: 12.05 eV

XYZ file:
```
12
C3H7NSi the ωB97M-V functional and the def2-TZVPD basis
C 0.243 1.362 -0.275
C -0.232 0.151 0.515
Si 0.862 -1.391 0.053
C -1.779 -0.195 0.293
N -2.860 -0.339 -0.051
H -0.250 2.268 -0.018
H 1.293 1.444 -0.138
H 0.181 1.248 -1.310
H -0.365 0.582 1.547
H 1.985 -1.694 0.916
H 1.102 -1.151 -1.325
H -0.180 -2.284 -0.208
```

Results of the Löwdin charge analysis, in e, for atoms 1 through 2: -0.165, -0.468

Entry 17:
Density functional theory data (the ωB97M-V functional and the def2-TZVPD basis) for a cluster of 2 separate species, C3H7O in total.

Properties
E_HOMO: -16.52 eV
net charge: +1
energy above the lowest of the compared OMol25 structures with the same formula, charge and spin: 386.21 kJ/mol
frontier orbital gap: 8.65 eV

XYZ file:
```
11
C3H7O the ωB97M-V functional and the def2-TZVPD basis
C 1.023 0.760 0.306
C 1.219 -0.511 -0.438
C -1.839 -0.162 0.079
O 0.407 -0.453 0.686
H 1.857 1.205 0.875
H 0.388 1.542 -0.098
H 0.534 -0.575 -1.412
H 2.126 -1.071 -0.295
H -1.242 0.192 -0.651
H -2.171 -1.258 0.000
H -2.303 0.331 0.947
```

Results of the Löwdin charge analysis, in e, for atoms 1 through 2: -0.106, -0.099

Entry 18:
Density functional theory data (the ωB97M-V functional and the def2-TZVPD basis) for a cluster of 2 separate species, C3H7O in total.

Properties
E_HOMO (spin up / spin down): -13.54 / -13.67 eV
net charge: +1
energy above the lowest of the compared OMol25 structures with the same formula, charge and spin: 579.79 kJ/mol
frontier orbital gap (spin up / spin down): 7.07 / 7.13 eV

XYZ file:
```
11
C3H7O the ωB97M-V functional and the def2-TZVPD basis
C -0.197 1.301 -0.515
C 2.548 -0.900 -0.369
C -1.614 -0.187 0.632
O -1.017 0.364 -0.600
H 0.347 1.581 0.460
H -0.004 1.625 -1.521
H 3.034 -1.463 -1.182
H 1.883 -1.539 0.282
H -1.549 0.572 1.469
H -2.605 -0.389 0.358
H -0.826 -0.965 0.987
```

Results of the Löwdin charge analysis, in e, for atoms 1 through 2: 0.184, 0.179

Entry 19:
Density functional theory data (the ωB97M-V functional and the def2-TZVPD basis) for a cluster of 3 separate species, C3H7O2 in total.

Properties
E_HOMO: -2.41 eV
net charge: -1
energy above the lowest of the compared OMol25 structures with the same formula, charge and spin: 307.36 kJ/mol
frontier orbital gap: 6.60 eV

XYZ file:
```
12
C3H7O2 the ωB97M-V functional and the def2-TZVPD basis
C -2.204 -1.608 -2.479
O -3.248 -1.372 -3.042
H -1.416 -0.867 -2.322
H -2.040 -2.611 -2.058
H 5.682 2.177 3.242
C 0.331 0.690 0.476
C -0.850 0.030 0.702
O -1.414 -0.842 -0.037
H 0.712 1.342 1.252
H 0.837 0.612 -0.480
H -1.339 0.239 1.679
H 4.949 2.208 3.066
```

Results of the Löwdin charge analysis, in e, for atoms 1 through 2: -0.177, -0.059